Record 1
The ion C3H10NS2 with charge +1 in a non-equilibrium geometry. Source: OMol25; level of theory: wB97M-V/def2-TZVPD.

Geometry as XYZ:
```
16
C3H10NS2 | OMol25 | wB97M-V/def2-TZVPD
S 2.0937 -1.1905 1.7362
H -0.9035 1.7301 -1.6672
C -0.8857 0.5901 -1.5484
S 0.4315 -2.3828 0.9719
H 0.6532 0.9334 1.3812
H -1.4018 -1.5482 -0.3687
H -0.6767 1.7958 0.7373
H -0.5870 0.3443 -2.5957
H -1.3919 -0.4982 1.1491
N 0.2311 1.4071 0.5576
C 0.0412 0.0815 -0.4422
H 1.0163 -0.2892 -0.6309
H -1.8226 0.0729 -1.4090
C -0.6798 -1.0161 0.3766
H 3.0660 -2.0680 1.7487
H 0.8159 2.0378 0.0034
```

The value obtained for the max |F| is 3.73 eV/A. As for the total charge: +1. The value obtained for the energy relative to the best compared isomer or geometry (same formula, charge and spin) is 37.21 kcal per mole. As for the SMILES: C[C@@H]([NH3+])CSS. The spin multiplicity is 1. The HOMO energy comes out at -12.475 eV.

---

Record 2
The ion C3H10NSi with charge +1 in a non-equilibrium geometry. Source: OMol25; level of theory: wB97M-V/def2-TZVPD.

Geometry as XYZ:
```
15
C3H10NSi | OMol25 | wB97M-V/def2-TZVPD
H -1.3902 -1.2345 1.1110
C 1.8624 -1.0062 0.0435
H 2.3449 -1.7846 -0.4706
C 0.9878 1.2673 0.3100
N -1.7640 -1.0144 0.1990
H -1.8554 1.4790 0.9030
C 1.8421 0.2888 -0.3910
H 1.0238 1.1872 1.5006
H -1.1782 -1.6532 -0.4569
H 1.2913 2.3263 0.1445
H 1.1413 -1.3021 0.7804
H 2.5730 0.7250 -1.0678
Si -0.9415 1.0654 -0.0138
H -2.6916 -1.3289 -0.0944
H -1.5863 1.0515 -1.3153
```

The value obtained for the max |F| is 4.34 eV/A. As for the total charge: +1. The value obtained for the energy relative to the best compared isomer or geometry (same formula, charge and spin) is 9.61 kcal per mole. As for the SMILES: C=CC[SiH2][NH3+]. The spin multiplicity is 1. The HOMO energy comes out at -13.625 eV.

---

Record 3
The ion C3H10NSi with charge +1 in a non-equilibrium geometry. Source: OMol25; level of theory: wB97M-V/def2-TZVPD.

Geometry as XYZ:
```
15
C3H10NSi | OMol25 | wB97M-V/def2-TZVPD
H -2.1000 -0.1001 -1.5024
Si -1.6082 -0.0258 -0.1112
H -0.5892 -2.3649 -0.1432
H 1.9056 1.1478 0.0850
H 0.8765 -0.6500 -1.4811
C -0.2966 -1.3843 0.1796
C -0.1551 1.4473 -0.0910
H 0.1160 1.9647 -0.9732
H -2.5515 0.1050 1.1389
H 1.8167 -1.5655 -0.2065
H -0.1660 -1.3668 1.3204
C 0.9258 -0.7870 -0.3872
H -0.3382 2.2994 0.7276
N 1.0748 0.6028 0.1953
H 1.0894 0.6774 1.2491
```

The value obtained for the max |F| is 3.68 eV/A. As for the total charge: +1. The value obtained for the energy relative to the best compared isomer or geometry (same formula, charge and spin) is 0.12 kcal per mole. As for the SMILES: C1C[SiH2]C[NH2+]1. The spin multiplicity is 1. The HOMO energy comes out at -15.085 eV.

---

Record 4
A cluster of 2 separate species, C3H10O in total in a non-equilibrium geometry. Source: OMol25; level of theory: wB97M-V/def2-TZVPD.

Geometry as XYZ:
```
14
C3H10O | OMol25 | wB97M-V/def2-TZVPD
C 0.9028 -1.7516 -0.3509
H -1.7666 0.4232 0.5556
H -0.1364 1.4075 -1.4898
H -1.3109 2.7282 -1.1015
H -0.0999 0.8723 0.8070
C -1.0552 1.6838 -0.9870
C -1.0613 1.2579 0.4972
H -1.8767 1.2436 -1.5573
H 1.9872 -1.1919 1.2898
H 0.5645 -2.7834 -0.1840
O 1.1213 -1.1226 0.8969
H -0.0230 -1.2851 -0.6571
H 1.6846 -1.7463 -1.1057
H -1.4627 1.9914 1.1889
```

The value obtained for the max |F| is 1.66 eV/A. The value obtained for the energy relative to the best compared isomer or geometry (same formula, charge and spin) is 21.45 kcal per mole. As for the SMILES: CC.CO. The spin multiplicity is 1. The HOMO energy comes out at -10.388 eV.

---

Q: The lowest max |F| belongs to which entry?
A: C3H10O